Density functional theory data (ωB97M-V/def2-TZVPD) for an isolated molecule of C3H6INS at a distorted geometry.

## Properties
HOMO (spin up / spin down) in eV: -8.58 / -7.30
Orbital gap (spin up / spin down) in eV: 8.44 / 6.36
E_LUMO (spin up / spin down) in eV: -0.1481 / -0.9427
Total charge: 0
Relative energy (zero: lowest compared OMol25 entry of this formula, charge and spin) in kJ/mol: 354.8

Each line ends with the natural charge from an NBO analysis.
Geometry (Å):
C: -0.239 0.171 -2.385  -0.405
C: 0.407 -0.129 -1.307  -0.345
C: -0.350 1.318 2.479  -0.533
N: 0.854 -1.611 0.604  -0.987
S: -0.424 -1.317 -0.232  0.692
I: -2.010 0.834 1.226  0.156
H: 0.284 0.869 -3.007  0.216
H: -1.181 -0.283 -2.556  0.207
H: 1.374 0.237 -0.935  0.242
H: 0.359 1.785 1.724  0.189
H: -0.021 0.421 3.036  0.190
H: 0.948 -2.295 1.353  0.379

---

Density functional theory data (ωB97M-V/def2-TZVPD) for a cluster of 2 separate species, C2H8N4O in total at a distorted geometry.

## Properties
HOMO in eV: -9.25
Orbital gap in eV: 10.07
E_LUMO in eV: 0.8224
Total charge: 0
Relative energy (zero: lowest compared OMol25 entry of this formula, charge and spin) in kJ/mol: 84.5

Each line ends with the natural charge from an NBO analysis.
Geometry (Å):
H: -0.789 -2.266 0.887  0.370
N: -0.396 -1.340 0.772  -0.885
C: -0.668 -0.774 -0.386  0.372
N: -0.957 0.575 -0.497  -0.651
C: -0.617 1.612 0.388  0.776
N: -0.087 1.194 1.556  -0.855
O: -0.726 2.768 0.033  -0.645
H: -1.109 -1.328 -1.224  0.175
H: -1.268 0.914 -1.396  0.415
H: 0.061 1.887 2.270  0.403
H: -0.146 0.193 1.758  0.438
N: 1.468 -0.872 -1.118  -1.073
H: 1.490 -1.365 -0.178  0.409
H: 1.725 0.105 -1.014  0.377
H: 2.020 -1.303 -1.850  0.376

---

Density functional theory data (ωB97M-V/def2-TZVPD) for a structure of composition C23H62N3O15PSi2 at a distorted geometry.

## Properties
HOMO in eV: -9.50
Orbital gap in eV: 8.92
E_LUMO in eV: -0.5831
Total charge: 0

Each line ends with the Löwdin charge.
Geometry (Å):
C: -4.787 1.041 -4.119  -0.083
C: -3.376 1.123 -4.950  -0.213
O: -2.341 0.460 -4.092  -0.128
C: -1.056 0.718 -4.770  -0.266
O: -0.819 0.488 -6.084  -0.028
C: 0.151 1.370 -3.871  -0.106
C: 1.536 0.467 -3.856  -0.216
C: 1.360 -0.972 -3.033  -0.238
Si: 2.237 -0.739 -1.336  0.475
C: 1.856 0.985 -0.485  -0.253
C: 3.231 1.637 0.209  -0.232
C: 2.668 2.486 1.535  -0.212
C: 3.849 3.446 2.166  -0.158
C: 3.473 3.610 3.788  -0.174
O: 2.065 3.991 4.008  -0.144
C: 1.726 5.247 3.290  -0.299
C: 0.193 5.362 2.660  -0.017
O: 2.575 6.264 3.096  -0.024
O: 2.047 -2.063 -0.201  -0.391
Si: 0.399 -2.662 -0.122  0.546
C: -0.976 -1.327 -0.295  -0.227
C: -2.385 -1.843 0.444  -0.135
O: -3.548 -1.155 0.267  -0.106
C: 0.194 -3.408 1.684  -0.192
C: 0.232 -2.264 2.860  -0.591
N: -1.164 -2.078 3.475  0.053
N: 1.124 -2.703 4.040  0.017
N: 0.753 -0.913 2.425  0.032
P: 4.428 -0.655 -1.798  0.668
O: 4.656 -1.849 -2.857  -0.412
O: 4.882 0.810 -2.647  -0.231
O: 5.431 -1.037 -0.428  -0.246
H: -4.656 1.476 -3.041  0.086
H: -5.175 -0.076 -4.122  0.072
H: -5.590 1.710 -4.674  0.097
H: -3.468 0.435 -5.915  0.131
H: -3.092 2.228 -5.233  0.141
H: -0.189 1.680 -2.771  0.121
H: 0.442 2.397 -4.402  0.142
H: 2.338 1.125 -3.274  0.074
H: 1.913 0.317 -4.956  0.137
H: 0.210 -1.183 -2.983  0.073
H: 1.850 -1.791 -3.736  0.115
H: 1.083 0.899 0.396  0.062
H: 1.459 1.725 -1.330  0.083
H: 3.948 0.821 0.649  0.099
H: 3.751 2.433 -0.474  0.116
H: 2.175 1.761 2.326  0.112
H: 1.816 3.191 1.143  0.111
H: 4.881 2.905 1.997  0.125
H: 3.869 4.474 1.608  0.117
H: 4.255 4.327 4.296  0.139
H: 3.608 2.511 4.233  0.146
H: 0.190 5.303 1.474  0.100
H: -0.273 6.391 3.023  0.106
H: -0.468 4.463 3.081  0.104
H: 0.090 -3.756 -1.032  0.008
H: -0.732 -0.293 0.206  0.084
H: -1.296 -1.086 -1.410  0.088
H: -2.468 -2.812 1.095  0.109
H: 1.171 -4.075 1.840  0.090
H: -0.715 -4.157 1.757  0.091
H: -1.618 -1.206 3.125  0.073
H: -1.763 -2.918 3.319  0.073
H: 2.138 -2.579 3.747  0.065
H: 0.989 -1.929 4.757  0.091
H: 1.792 -0.834 2.483  0.084
H: 0.258 -0.115 2.879  0.091
H: 4.286 1.581 -2.409  0.048
H: 4.824 -1.425 0.287  0.077
C: -4.454 -2.982 -4.251  -0.148
O: -4.496 -2.099 -5.356  -0.156
H: -5.423 -2.968 -3.747  0.074
H: -4.243 -3.996 -4.601  0.080
H: -3.678 -2.658 -3.553  0.073
H: -3.623 -2.133 -5.783  0.092
C: -7.629 -1.405 -5.428  -0.168
O: -8.120 -0.265 -4.747  -0.137
H: -6.657 -1.165 -5.867  0.062
H: -7.513 -2.230 -4.722  0.070
H: -8.326 -1.685 -6.222  0.078
H: -8.982 -0.508 -4.369  0.082
C: 4.028 -5.269 3.931  -0.159
O: 3.537 -4.129 4.611  -0.165
H: 5.000 -5.029 3.491  0.082
H: 4.144 -6.095 4.637  0.077
H: 3.331 -5.549 3.137  0.066
H: 2.675 -4.372 4.990  0.067
C: 1.130 6.419 6.824  -0.159
O: 0.623 5.168 6.399  -0.134
H: 0.392 6.902 7.467  0.080
H: 2.055 6.267 7.385  0.078
H: 1.320 7.051 5.952  0.071
H: 1.299 4.763 5.830  0.041
C: -5.559 1.633 1.619  -0.167
O: -4.151 1.611 1.763  -0.145
H: -5.953 2.521 2.118  0.078
H: -5.817 1.669 0.558  0.075
H: -5.987 0.739 2.079  0.077
H: -3.829 0.813 1.310  0.033
C: 3.485 -4.942 -0.511  -0.179
O: 4.627 -4.958 -1.348  -0.118
H: 3.307 -5.951 -0.134  0.083
H: 3.658 -4.266 0.330  0.061
H: 2.617 -4.611 -1.086  0.055
H: 4.761 -4.049 -1.667  0.051

---

Density functional theory data (ωB97M-V/def2-TZVPD) for an isolated molecule of C28H22ClN3O4.

## Properties
HOMO in eV: -8.71
Orbital gap in eV: 8.90
E_LUMO in eV: 0.1979
Total charge: 0
Relative energy (zero: lowest compared OMol25 entry of this formula, charge and spin) in kJ/mol: 0.2

Each line ends with the natural charge from an NBO analysis.
Geometry (Å):
O: 4.123 2.160 1.915  -0.619
C: 3.851 1.365 1.038  0.667
N: 4.444 1.392 -0.181  -0.604
C: 5.538 2.293 -0.490  -0.276
C: 6.758 1.538 -0.901  0.259
C: 7.246 1.215 -2.135  -0.307
C: 8.412 0.442 -1.911  -0.319
C: 8.538 0.348 -0.560  0.092
O: 7.544 1.004 0.057  -0.391
C: 2.809 0.309 1.205  -0.163
C: 1.744 0.576 2.060  -0.155
C: 0.758 -0.368 2.269  -0.219
C: 0.827 -1.603 1.635  -0.025
C: -0.270 -2.616 1.833  -0.249
N: -1.423 -2.281 0.993  -0.455
C: -1.401 -2.730 -0.318  0.685
O: -0.480 -3.400 -0.734  -0.595
C: -2.557 -2.328 -1.118  -0.233
C: -2.629 -2.730 -2.452  -0.119
C: -3.696 -2.356 -3.236  -0.244
C: -4.698 -1.564 -2.687  -0.158
C: -4.642 -1.156 -1.370  -0.277
C: -3.570 -1.539 -0.559  0.284
N: -3.483 -1.173 0.769  -0.441
C: -4.514 -0.349 1.379  -0.271
C: -4.529 1.057 0.837  0.047
C: -3.339 1.714 0.550  -0.227
C: -3.345 3.008 0.063  -0.207
C: -4.555 3.654 -0.134  -0.046
Cl: -4.572 5.270 -0.746  0.011
C: -5.752 3.019 0.156  -0.225
C: -5.731 1.723 0.638  -0.223
C: -2.418 -1.521 1.572  0.809
O: -2.365 -1.183 2.736  -0.638
C: 1.896 -1.878 0.793  -0.209
C: 2.882 -0.932 0.580  -0.147
H: 4.174 0.729 -0.889  0.398
H: 5.246 2.977 -1.294  0.210
H: 5.728 2.858 0.426  0.260
H: 6.835 1.500 -3.082  0.225
H: 9.058 0.020 -2.652  0.228
H: 9.266 -0.138 0.060  0.204
H: 1.710 1.534 2.558  0.234
H: -0.069 -0.156 2.931  0.234
H: -0.613 -2.618 2.869  0.247
H: 0.067 -3.610 1.535  0.237
H: -1.825 -3.338 -2.837  0.240
H: -3.755 -2.668 -4.267  0.220
H: -5.535 -1.259 -3.296  0.219
H: -5.429 -0.532 -0.981  0.223
H: -5.488 -0.829 1.252  0.208
H: -4.278 -0.322 2.449  0.273
H: -2.395 1.215 0.715  0.222
H: -2.419 3.513 -0.158  0.230
H: -6.688 3.533 0.004  0.229
H: -6.664 1.228 0.866  0.213
H: 1.950 -2.836 0.298  0.228
H: 3.722 -1.182 -0.052  0.204

---

Density functional theory data (ωB97M-V/def2-TZVPD) for an isolated molecule of C8H16O at a distorted geometry.

## Properties
HOMO in eV: -9.26
Orbital gap in eV: 10.16
E_LUMO in eV: 0.9050
Total charge: 0
Relative energy (zero: lowest compared OMol25 entry of this formula, charge and spin) in kJ/mol: 146.5

Each line ends with the natural charge from an NBO analysis.
Geometry (Å):
C: 1.769 -2.126 -0.008  -0.448
C: 1.681 -0.819 -0.203  0.051
C: 2.929 -0.022 -0.446  -0.663
C: 0.261 0.182 0.048  0.259
C: 0.279 0.685 1.484  -0.645
O: 0.355 1.209 -0.889  -0.727
C: -0.798 -0.790 -0.285  -0.407
C: -2.332 -0.086 0.075  -0.401
C: -2.706 1.196 -0.650  -0.622
H: 2.709 -2.657 -0.106  0.198
H: 0.931 -2.769 0.213  0.193
H: 3.189 0.595 0.417  0.211
H: 2.785 0.637 -1.302  0.229
H: 3.785 -0.659 -0.679  0.210
H: 0.194 -0.146 2.179  0.224
H: 1.214 1.211 1.668  0.220
H: -0.553 1.367 1.659  0.204
H: -0.202 1.947 -0.622  0.474
H: -0.794 -1.656 0.369  0.212
H: -0.809 -1.025 -1.347  0.222
H: -3.012 -0.886 -0.226  0.200
H: -2.417 0.029 1.156  0.192
H: -2.248 2.074 -0.191  0.183
H: -3.786 1.360 -0.612  0.214
H: -2.425 1.149 -1.702  0.214

---

Density functional theory data (ωB97M-V/def2-TZVPD) for a cluster of 6 separate species, CH14O6 in total at a distorted geometry.

## Properties
HOMO in eV: -10.43
Orbital gap in eV: 10.93
E_LUMO in eV: 0.5037
Total charge: 0
Relative energy (zero: lowest compared OMol25 entry of this formula, charge and spin) in kJ/mol: 166.8

Each line ends with the natural charge from an NBO analysis.
Geometry (Å):
C: 0.862 1.014 0.970  -0.274
O: -0.031 0.420 -0.199  -0.798
H: 0.384 0.778 1.888  0.173
H: 0.753 2.056 0.681  0.228
H: 1.836 0.542 0.965  0.175
H: -0.513 -0.220 0.316  0.506
O: -0.672 -1.978 1.087  -0.970
H: -1.369 -2.466 0.694  0.474
H: 0.086 -2.295 0.443  0.505
O: 0.887 -2.264 -1.455  -0.975
H: 1.510 -1.564 -1.246  0.484
H: 0.953 -2.528 -2.407  0.499
O: 0.594 -0.045 -3.095  -0.933
H: 0.062 0.485 -3.679  0.470
H: 1.251 0.505 -2.811  0.464
O: -2.119 0.350 3.996  -0.939
H: -1.256 0.078 3.644  0.469
H: -2.354 -0.371 4.641  0.470
O: -0.063 2.735 -1.311  -0.996
H: -0.723 2.999 -1.947  0.466
H: -0.079 1.767 -1.175  0.503

---

Q: Look up the total charge of the sixth one.
A: 0